Record 1
Below is a molecular structure, C14H36ClIOP3Pd, with properties calculated with ωB97M-V/def2-TZVPD.

Each line ends with the natural charge from an NBO analysis.
Element x y z (Å)
C -1.02354 -5.99324 -3.74673  -0.714
C -0.14757 -5.34610 -2.71487  0.482
H -0.68065 -7.02328 -3.93657  0.302
H -0.97625 -5.40259 -4.66923  0.303
H -2.05683 -6.00111 -3.37787  0.305
O 0.78111 -5.82258 -2.11481  -0.146
I -0.73374 -3.29580 -2.34402  0.407
Pd -0.16153 0.32918 -0.07756  0.426
P -1.54045 -1.02393 1.36035  1.145
C -0.99978 -1.31620 3.09121  -0.948
C -3.18602 -0.24111 1.60355  -0.947
H -3.78968 -0.85207 2.29155  0.291
H -2.66257 -3.17443 1.59936  0.289
H -3.67924 -0.16794 0.62801  0.276
H -2.42137 -2.71359 -0.12101  0.254
H -0.78620 -0.37731 3.60625  0.257
H -3.06155 0.76769 2.01906  0.258
C -1.96680 -2.72996 0.87565  -0.954
H -1.78496 -1.85978 3.63838  0.290
H -1.04340 -3.31756 0.83638  0.256
H -0.09469 -1.93269 3.06944  0.268
P 1.22236 0.63852 -1.88875  1.135
C 2.87575 1.11740 -1.30812  -0.965
C 1.53062 -0.69058 -3.06671  -0.971
H -0.38213 1.89527 -3.17298  0.277
H 1.28282 2.04279 -3.83899  0.286
H 0.79179 2.99993 -2.39192  0.259
C 0.67574 2.04416 -2.92133  -0.958
H 0.57263 -1.07738 -3.43703  0.252
H 2.12969 -0.31151 -3.90480  0.285
H 3.46998 1.48169 -2.15631  0.287
H 3.34911 0.22297 -0.88390  0.270
H 2.06041 -1.49971 -2.55455  0.260
H 2.81976 1.88951 -0.52974  0.250
Cl -1.88912 -0.11240 -1.71819  -0.464
C 0.77501 5.05782 -0.52994  -0.632
C 1.04706 4.09899 0.62806  -0.703
P 0.05569 2.52500 0.72672  1.060
C 0.25519 2.13980 2.51195  -0.738
C 1.64055 2.41913 3.10722  -0.621
C -1.68041 3.04833 0.40743  -0.733
C -2.26289 3.87615 1.54815  -0.623
H 1.42764 4.86056 -1.39189  0.224
H 1.03747 6.06630 -0.17582  0.271
H -0.27053 5.09189 -0.86492  0.220
H 2.12284 3.84965 0.65115  0.262
H 0.85639 4.62638 1.58146  0.278
H -0.50269 2.69989 3.07188  0.276
H 0.01167 1.06992 2.61716  0.221
H 1.72280 3.45563 3.46406  0.247
H 1.74853 1.76217 3.97792  0.253
H 2.47462 2.22037 2.42200  0.215
H -1.67347 3.61666 -0.53682  0.269
H -2.28086 2.14503 0.19694  0.242
H -1.79172 4.87054 1.59560  0.238
H -3.33515 4.00123 1.35598  0.263
H -2.14810 3.38200 2.52415  0.206

Results
Energy = -69089.37219 eV
Charge = +3
2S+1 = 5

Record 2
Below is a molecular structure, C14H36Cr2O28P2V, with properties calculated with ωB97M-V/def2-TZVPD.

Each line ends with the Löwdin charge.
Element x y z (Å)
Cr -0.02051 -3.14720 0.19481  0.967
Cr -2.53248 -1.93053 -1.62409  1.102
O 3.18763 -2.03104 -3.01174  -0.346
V 1.60494 -2.02527 -2.72178  0.881
O 0.79836 -1.86417 -4.11968  -0.336
P -0.27676 -0.60555 -0.76475  0.238
O 0.85683 -0.22838 -1.71588  -0.304
O -0.55566 -2.01350 -1.36894  -0.442
O -1.64650 -0.20345 -1.23027  -0.307
O 0.01652 -1.31437 0.56504  -0.316
P 1.61945 -4.53754 -1.42502  -0.054
O 2.90086 -5.41231 -1.33800  -0.372
O 1.20947 -4.03256 -2.71964  -0.299
O 1.73093 -3.12479 -0.85475  -0.413
O 0.42594 -4.86189 -0.56667  -0.319
C -3.15505 -2.81505 -3.91347  -0.784
O -3.82775 -2.96412 -2.90869  0.007
O -2.00407 -3.09789 -3.57108  0.103
O -3.09095 -1.60906 -3.79000  0.084
C -2.58779 -3.34767 0.76019  -0.707
O -1.58941 -3.46935 1.49120  -0.032
O -2.93402 -2.20251 0.38957  -0.038
O -2.13575 -3.66112 -0.36170  -0.073
C 0.88710 -4.24216 4.23047  -0.258
C 1.12597 -3.05579 3.28108  -0.173
O 1.37119 -3.45523 1.92136  -0.092
O 0.42347 -3.77351 5.43884  -0.055
H 1.64184 -5.02848 4.24306  0.116
H 0.13494 -4.94481 3.87178  0.117
H 1.94544 -2.40456 3.58518  0.134
H 0.20214 -2.50231 3.11286  0.097
H 2.19348 -3.94959 1.95367  0.123
H 0.19823 -2.84602 5.33577  0.029
C 3.30774 1.29728 1.31189  -0.153
C 3.15845 1.90943 -0.05561  -0.239
O 3.31604 0.97456 -1.14470  -0.064
O 2.14788 0.52477 1.90384  -0.100
H 3.55049 2.12063 1.98366  0.113
H 4.10658 0.56351 1.20441  0.123
H 3.80050 2.79019 -0.04431  0.111
H 2.13982 2.28707 -0.14431  0.120
H 2.55467 0.41890 -1.32679  0.023
H 1.93599 -0.09039 1.19795  0.053
C -2.66275 2.54447 -2.47935  -0.262
C -3.37265 3.24403 -3.60652  -0.251
O -3.84626 2.39169 -4.62730  -0.051
O -1.54842 1.75565 -2.91459  -0.045
H -3.31411 2.00372 -1.79276  0.106
H -2.31952 3.35121 -1.83168  0.089
H -2.71633 4.03912 -3.96033  0.123
H -4.21894 3.67543 -3.07191  0.109
H -4.30293 1.64215 -4.23841  0.084
H -1.51744 1.11126 -2.20366  -0.011
C 3.33896 3.27280 -3.32938  -0.229
C 1.88492 2.80752 -3.59496  -0.236
O 1.76977 1.42614 -3.60663  -0.066
O 3.69135 4.55169 -3.85098  -0.084
H 4.11206 2.56269 -3.62293  0.121
H 3.62576 3.23806 -2.27836  0.077
H 1.57987 3.17547 -4.57458  0.115
H 1.09077 3.11728 -2.91564  0.110
H 1.51671 1.05809 -2.75686  0.012
H 4.05264 5.02847 -3.10015  0.066
C -1.31744 2.84628 0.78722  -0.277
C -2.74451 2.31821 0.91594  -0.259
O -3.57278 3.35984 0.59124  -0.080
O -1.01720 3.52056 1.91052  -0.031
H -1.22439 3.27010 -0.21269  0.119
H -0.72351 1.93234 0.79591  0.103
H -3.08579 2.24515 1.94856  0.119
H -3.05400 1.54174 0.21636  0.107
H -3.37067 4.01318 1.26496  0.083
H -0.82150 2.98351 2.68181  0.084
C -0.87046 -0.35743 5.38698  -0.211
C -0.80892 0.21195 4.01489  -0.216
O 0.41015 0.98753 3.89667  -0.087
O 0.37296 -1.04213 5.67741  -0.071
H -1.81756 -0.89057 5.46979  0.130
H -0.95447 0.49094 6.06618  0.112
H -1.61251 0.83846 3.62782  0.112
H -0.70708 -0.65632 3.36388  0.108
H 0.88390 0.67109 3.12400  0.023
H 1.05614 -0.37554 5.57476  0.092

Results
Energy = -173534.35526 eV
Charge = -2
Relative energy (zero: lowest compared OMol25 entry of this formula, charge and spin) = 0.2222 eV
2S+1 = 8

Record 3
Below is a molecular structure, C14H36HgOSbSi3, with properties calculated with ωB97M-V/def2-TZVPD.

Each line ends with the natural charge from an NBO analysis.
Element x y z (Å)
Hg 2.35617 -2.30479 -0.87992  0.232
C 0.85156 -0.71149 4.46429  -1.105
Si 0.79457 0.87766 3.40479  1.304
C -0.55441 1.98366 4.18739  -1.104
C 2.43729 1.83925 3.56163  -1.105
Sb 0.60651 0.13881 0.92961  -0.324
Si -1.76304 -0.90684 0.97998  1.301
C -2.53654 -0.92730 -0.76501  -1.104
C -3.01461 -0.10815 2.18688  -1.104
C -1.45220 -2.69689 1.56139  -1.109
Si 0.25042 2.42452 -0.20812  1.300
C 2.01315 3.10926 -0.42857  -1.109
C -0.56519 2.19896 -1.91679  -1.102
C -0.73968 3.70317 0.81169  -1.103
H 1.09007 -0.49208 5.50078  0.236
H 1.59378 -1.41423 4.09966  0.239
H -0.11137 -1.21455 4.45386  0.231
H -0.30252 2.20569 5.22008  0.235
H -1.52399 1.50138 4.18862  0.234
H -0.65858 2.92945 3.67064  0.234
H 2.66752 2.07216 4.59648  0.235
H 2.38546 2.78039 3.02188  0.232
H 3.27263 1.27571 3.15940  0.239
H -2.91526 0.05194 -1.04161  0.233
H -3.36329 -1.62832 -0.83025  0.238
H -1.79894 -1.21782 -1.50594  0.236
H -3.10853 0.96007 2.01840  0.235
H -2.70558 -0.26072 3.21603  0.231
H -4.00025 -0.54814 2.07067  0.236
H -0.71967 -3.18533 0.92251  0.240
H -2.35405 -3.30266 1.55733  0.235
H -1.05731 -2.70225 2.57368  0.234
H 2.63056 2.41394 -0.98645  0.244
H 2.48859 3.25991 0.53555  0.233
H 2.02492 4.05821 -0.95436  0.235
H 0.05217 1.57687 -2.55572  0.238
H -0.70520 3.14817 -2.42451  0.237
H -1.53482 1.71992 -1.83786  0.234
H -0.17959 3.99498 1.69486  0.232
H -1.69957 3.31343 1.13615  0.234
H -0.92549 4.60009 0.22846  0.236
O 3.56919 0.30385 -2.26051  -0.514
C 3.68453 -0.80491 -2.50862  0.436
C 0.28294 -1.20261 -4.07838  -0.603
C 0.89870 -2.59722 -4.13749  -0.306
C 0.25257 -3.40369 -5.28055  -0.594
C 0.70790 -3.34384 -2.85031  -0.422
H 0.49761 -0.64564 -4.98687  0.210
H 0.67676 -0.64062 -3.23235  0.201
H -0.79656 -1.27133 -3.96751  0.202
H 1.97036 -2.50200 -4.35191  0.203
H -0.81094 -3.52737 -5.08113  0.201
H 0.71221 -4.38718 -5.35214  0.207
H 0.37568 -2.89668 -6.23536  0.208
H 1.02558 -4.38086 -2.89286  0.177
H -0.27222 -3.21593 -2.40158  0.169

Results
Energy = -51495.51697 eV
Relative energy (zero: lowest compared OMol25 entry of this formula, charge and spin) = 0.7026 eV
2S+1 = 2